# 1
31
Properties=species:S:1:pos:R:3:mulliken_charge:R:1 method="wB97M-V/def2-TZVPD" smiles="Cc1c[nH]c2ccccc12.CCC(N)=O" multiplicity=1 energy_ev=-17730.0405 lumo_energy_ha=0.023 total_charge=0 relative_energy_kcal_mol=48.1
C -2.7602 0.6232 1.2592 -1.610
C -1.8475 0.9858 0.1635 1.089
C -1.2599 2.1917 -0.0083 -1.006
N -0.2944 2.1067 -1.0881 -0.016
C -0.3127 0.8155 -1.5536 0.064
C 0.4209 0.3133 -2.6183 -0.587
C 0.1480 -1.0089 -2.9328 -0.354
C -0.9780 -1.6626 -2.3969 -0.620
C -1.6978 -1.1187 -1.4085 -0.445
C -1.3636 0.1302 -0.9027 0.614
H -3.8614 1.0261 1.2012 0.292
H -2.4667 1.3075 2.0306 0.441
H -2.8079 -0.4100 1.4153 0.401
H -1.6392 3.0773 0.5269 0.346
H 0.3018 2.8529 -1.2432 0.141
H 1.3262 0.9411 -3.0046 0.222
H 0.8048 -1.5990 -3.6827 0.263
H -1.3096 -2.5596 -2.9290 0.380
H -2.6590 -1.5737 -1.1535 0.379
C 2.0249 -1.9678 0.8086 -1.216
C 1.4652 -1.0580 1.7893 0.031
C 2.4026 0.2036 1.9688 0.359
N 1.6345 1.3215 2.0555 -0.374
O 3.5618 0.0738 1.9280 -0.565
H 3.0846 -2.0724 0.9492 0.394
H 2.1345 -1.3945 -0.1600 0.182
H 1.3872 -2.7927 0.6964 0.364
H 0.4012 -0.8613 1.6835 0.134
H 1.5589 -1.4878 2.8015 0.268
H 2.0521 2.1721 1.9702 0.242
H 0.5485 1.4243 1.8345 0.189

---

# 2
31
Properties=species:S:1:pos:R:3:mulliken_charge:R:1 method="wB97M-V/def2-TZVPD" smiles="Cc1c[nH]c2ccccc12.CCC(N)=O" multiplicity=1 energy_ev=-17728.1942 lumo_energy_ha=0.027 total_charge=0 relative_energy_kcal_mol=90.7
C 0.5812 2.3102 -0.4609 -1.406
C -0.2357 1.1931 -0.7539 0.883
C -1.5877 1.0499 -0.5946 -0.845
N -2.1806 0.0106 -1.1451 -0.113
C -1.1429 -0.6349 -1.9345 -0.104
C -1.2721 -1.8734 -2.6286 -0.532
C -0.2335 -2.2518 -3.4707 -0.499
C 1.0165 -1.4937 -3.4764 -0.685
C 1.1407 -0.3398 -2.6373 -0.178
C 0.0338 0.1305 -1.7583 0.514
H 0.0244 3.2249 -0.4934 0.357
H 1.4714 2.3031 -1.0776 0.335
H 1.0122 2.2991 0.7371 0.063
H -2.0833 1.8258 -0.1339 0.520
H -3.2482 -0.1161 -1.1875 0.289
H -2.1909 -2.4214 -2.3252 0.297
H -0.3123 -3.3019 -3.8363 0.313
H 1.7305 -1.6615 -4.2147 0.439
H 2.0776 0.1683 -2.2985 0.237
C 1.0559 -1.6288 3.4912 -1.170
C 0.0757 -0.4556 3.9151 -0.446
C 0.4188 0.8100 3.1868 0.550
N 1.5363 0.8147 2.3065 -0.328
O -0.0047 1.9703 3.2714 -0.690
H 1.2703 -1.9994 4.3992 0.291
H 2.0328 -1.5531 2.9471 0.423
H 0.4906 -2.2445 2.7977 0.276
H -0.9830 -0.6887 3.6850 0.316
H 0.0251 -0.0721 4.9289 0.334
H 1.8126 1.8129 2.1959 0.392
H 2.3141 -0.0078 2.3077 0.164

---

# 3
34
Properties=species:S:1:pos:R:3:mulliken_charge:R:1 method="wB97M-V/def2-TZVPD" smiles="N[C@@H](CO)C(=O)N[C@@H](Cc1ccccc1)C(=O)O" multiplicity=1 energy_ev=-23871.3617 lumo_energy_ha=0.012 total_charge=0 relative_energy_kcal_mol=89.2
N 2.0507 -0.9092 2.6418 -0.575
C 1.7888 0.5113 2.3570 0.248
C 2.7959 1.3970 2.9730 -0.871
O 2.4097 1.9806 4.2030 -0.550
C 1.8313 0.4646 0.8622 0.262
O 2.6677 1.0406 0.2315 -0.569
N 0.7116 -0.2934 0.2794 -0.313
C 0.7087 -1.2826 -0.8547 0.411
C -0.7948 -1.7691 -0.8839 -1.435
C -1.8005 -0.8197 -1.4087 0.502
C -2.6923 -0.2410 -0.5669 -0.247
C -3.7696 0.6009 -0.8952 -0.491
C -3.9023 0.9218 -2.2299 -0.416
C -2.8772 0.4861 -3.0246 -0.490
C -1.8709 -0.3230 -2.7194 -0.404
C 1.1811 -0.6335 -2.1672 0.173
O 1.1245 -1.1709 -3.2253 -0.589
O 1.3153 0.6522 -1.9111 -0.576
H 2.9351 -1.1483 2.3189 0.198
H 1.8415 -1.1767 3.5240 0.176
H 0.8589 0.8379 2.7672 0.493
H 3.7441 0.8480 3.1385 0.311
H 2.9320 2.1725 2.2770 0.357
H 1.6117 2.5470 3.9279 0.353
H 0.1458 -0.7483 1.0682 0.293
H 1.4584 -2.0554 -0.5779 0.390
H -0.9317 -2.6391 -1.5877 0.373
H -0.7628 -2.2038 0.0807 0.726
H -2.5935 -0.5826 0.4763 0.251
H -4.3640 0.9166 0.0337 0.263
H -4.8620 1.3834 -2.6940 0.281
H -2.9424 0.9028 -4.0563 0.275
H -1.1476 -0.5078 -3.3966 0.739
H 1.1989 0.8412 -0.9607 0.455